# 1
Formula: C2H8N2O
Source: OMol25
Level of theory: ωB97M-V/def2-TZVPD

Positions of all 13 atoms, in Å:
H 0.361 -4.172 1.824
N -1.298 -1.956 3.407
C 0.362 3.544 -3.026
H -0.408 3.327 -2.276
C -0.274 -2.301 2.771
H -0.561 -4.138 3.039
H 1.361 3.842 -2.768
H -1.685 -1.098 3.264
O 0.429 2.030 -3.588
H 0.153 4.099 -3.967
N -0.270 -3.585 2.342
H 1.318 2.047 -3.895
H 0.513 -1.638 2.872

Force components x, y, z for each atom (eV/Å):
1.089 1.220 -0.292
-1.554 -3.093 -0.127
-0.534 -3.600 -2.776
0.410 1.296 -0.140
-1.276 0.068 0.876
-2.442 -2.450 2.971
0.211 -0.048 1.013
-0.177 3.437 0.808
-0.426 2.942 1.398
-0.750 0.008 1.148
1.972 -0.397 -2.567
1.090 -0.598 -0.643
2.388 1.215 -1.670

As for the net charge: 0. The value obtained for the LUMO energy is 0.95 eV. The relative energy (zero: lowest compared OMol25 entry of this formula, charge and spin) is 4.206 eV. For the molecular weight, the calculation gives 76.1 g/mol. The calculation puts the energy at -265.628568 Ha.

Atom charges from the Mulliken analysis, given in e for atoms 1 to 6: 0.208 -0.625 -0.436 0.187 0.124 0.220


# 2
Formula: CH2O3P2
Source: OMol25
Level of theory: ωB97M-V/def2-TZVPD

Positions of all 8 atoms, in Å:
H -0.559 1.024 0.398
O 2.530 -0.469 -0.897
O 1.837 4.231 -1.238
C 0.195 0.208 0.161
P 2.590 3.353 -2.166
O 1.877 3.155 -3.463
H 0.179 -0.893 0.027
P 1.746 0.742 -0.523

Force components x, y, z for each atom (eV/Å):
0.584 -1.657 -0.229
1.198 -1.400 -0.523
-0.240 1.025 1.286
2.069 1.606 -0.991
0.363 0.103 -0.451
-0.009 -0.472 -1.140
-1.050 0.598 0.456
-2.914 0.197 1.592

As for the net charge: -2. The value obtained for the LUMO energy is 7.41 eV. The relative energy (zero: lowest compared OMol25 entry of this formula, charge and spin) is 0.542 eV. For the molecular weight, the calculation gives 124.0 g/mol. The calculation puts the energy at -947.742115 Ha.

Atom charges from the Mulliken analysis, given in e for atoms 1 to 6: 0.263 -0.673 -0.474 -0.891 -0.098 -0.477


# 3
Formula: C4H8N2O
Source: OMol25
Level of theory: ωB97M-V/def2-TZVPD

Positions of all 15 atoms, in Å:
H -1.333 1.354 0.438
H 1.793 -2.379 0.041
C -2.207 -0.482 -0.128
H 0.797 2.457 0.290
H 0.425 -1.245 0.380
C -0.431 0.907 0.122
O -0.820 -0.271 -0.308
H -2.529 -1.348 -0.682
C 2.020 0.672 -0.259
C 0.780 1.355 0.128
H -2.371 -0.708 0.978
N 1.385 -1.453 0.228
N 2.273 -0.590 -0.170
H 2.926 1.210 -0.586
H -2.709 0.522 -0.472

Force components x, y, z for each atom (eV/Å):
-0.144 2.068 0.682
-1.325 0.527 0.603
-0.655 1.534 1.176
0.426 -0.981 0.234
-0.493 -0.243 -0.200
-1.810 -0.031 0.406
-0.633 -2.718 -1.502
-0.017 -0.052 -0.457
0.749 -0.193 0.118
2.405 2.353 -0.339
-0.234 0.552 -1.306
1.763 -2.615 0.543
0.573 1.810 -0.929
-0.870 0.217 0.265
0.263 -2.228 0.706

As for the net charge: 0. The value obtained for the LUMO energy is 0.83 eV. The relative energy (zero: lowest compared OMol25 entry of this formula, charge and spin) is 4.214 eV. For the molecular weight, the calculation gives 100.1 g/mol. The calculation puts the energy at -341.848771 Ha.

Atom charges from the Mulliken analysis, given in e for atoms 1 to 6: 0.390 0.236 -0.650 0.241 0.287 -0.032


# 4
Formula: C4H7NO
Source: OMol25
Level of theory: ωB97M-V/def2-TZVPD

Positions of all 13 atoms, in Å:
H 2.698 -0.372 0.476
C 0.793 -0.162 -0.459
O 0.200 -1.302 -0.061
C 1.900 0.375 0.452
H -2.618 -1.194 1.022
N -2.454 -0.692 0.155
H 2.306 1.330 0.102
C -1.353 -0.075 -0.045
C -0.477 0.808 -0.411
H 1.535 0.496 1.475
H -0.595 1.874 -0.555
H 1.105 -0.107 -1.528
H -3.042 -0.979 -0.622

Force components x, y, z for each atom (eV/Å):
0.069 0.089 0.003
-0.875 3.170 -0.407
-1.895 -0.348 0.256
0.024 -0.298 -0.167
0.143 0.334 -0.146
-2.019 -0.539 0.269
-0.025 -0.132 -0.023
2.575 -1.840 -0.094
1.708 -0.061 0.036
-0.080 -0.037 -0.097
-0.204 0.033 -0.058
0.222 -0.397 0.296
0.357 0.028 0.134

As for the net charge: 0. The value obtained for the LUMO energy is 0.68 eV. The relative energy (zero: lowest compared OMol25 entry of this formula, charge and spin) is 4.147 eV. For the molecular weight, the calculation gives 85.1 g/mol. The calculation puts the energy at -286.479250 Ha.

Atom charges from the Mulliken analysis, given in e for atoms 1 to 6: 0.294 0.547 -0.699 -1.167 0.272 -0.323